DFT (ωB97M-V with the def2-TZVPD basis set) results for C4H5NO2 as an isolated structure.

The geometry in XYZ format:
```
12
Properties=species:S:1:pos:R:3:forces:R:3:lowdin_charge:R:1
O -1.160590 -1.189878 -1.448546 0.19 0.29 -0.11 0.07
C -0.943260 -0.022607 -1.044218 -0.21 -0.25 0.10 -0.31
C -0.841188 -0.432916 0.343108 0.10 0.13 0.14 0.06
C 0.467665 -0.826879 0.841685 -0.07 -0.31 -0.02 -0.20
N 0.787395 0.579290 1.123077 0.06 0.14 -0.21 0.06
C 1.024231 1.218943 -0.011498 -0.08 0.00 -0.02 -0.33
O 0.768601 0.776197 -1.181006 0.01 -0.02 0.20 -0.04
H -1.388575 0.870117 -1.486991 0.09 -0.07 0.09 0.15
H -1.733386 -0.496047 0.960646 0.11 0.12 -0.09 0.15
H 1.084369 -1.278406 0.058237 -0.03 0.08 0.11 0.14
H 0.456670 -1.412510 1.758629 -0.04 0.05 -0.14 0.12
H 1.478066 2.214698 0.086877 -0.13 -0.14 -0.07 0.13
```
Forces are in eV/Å.

Computed properties:
- Molecular weight: 99.09 u
- Relative energy (zero: lowest compared OMol25 entry of this formula, charge and spin): 94.36 kcal per mole
- Calculated total energy: -9810.2229 eV
- E_LUMO (spin up / spin down): -0.5 / -0.5 eV
- Frontier orbital gap (spin up / spin down): 9.08 / 9.08 eV
- Multiplicity: 1

=====

DFT (ωB97M-V with the def2-TZVPD basis set) results for a 7-piece molecular cluster, C21H42F3NO16 overall.

The geometry in XYZ format:
```
83
Properties=species:S:1:pos:R:3:forces:R:3:lowdin_charge:R:1
N -0.411060 -0.260602 0.307048 -5.88 -0.79 8.29 0.42
H -0.560060 0.459398 -0.231952 -1.65 5.46 -3.35 0.04
H 0.226940 -0.753602 -0.033952 7.12 -5.92 -3.83 0.02
H -1.240060 -0.826602 0.583048 -0.20 0.25 -1.25 0.14
H -0.130060 -0.032602 1.253048 0.74 1.39 0.33 0.12
O -0.294060 2.622398 1.505048 0.03 -0.26 0.67 -0.49
H -0.290060 2.923398 2.446048 -0.06 -0.42 -1.17 -0.12
C -0.968060 -5.087602 -0.092952 -0.79 -3.16 -6.05 -0.07
C -0.013060 -4.390602 -1.239952 -3.71 -1.29 5.97 -0.20
O 1.164940 -4.909602 -0.746952 2.42 6.43 -8.17 0.23
C 1.108940 -5.699602 0.148048 4.07 -8.12 10.36 -0.63
O 2.078940 -6.235602 0.778048 -3.39 2.19 -3.08 0.09
O -0.130060 -5.965602 0.578048 -0.89 0.04 -0.15 0.10
F -0.213060 -3.072602 -1.054952 1.23 1.18 -0.30 0.07
H -1.899060 -5.561602 -0.635952 2.04 -0.14 0.73 0.17
H -1.490060 -4.482602 0.479048 -1.53 3.65 3.21 0.05
H -0.384060 -4.636602 -2.164952 0.46 -0.77 -2.61 0.15
C -2.409060 3.570398 -1.087952 1.78 -2.61 0.28 -0.04
C -1.784060 4.830398 -0.518952 0.91 -0.91 3.91 -0.36
O -2.919060 5.439398 0.100048 0.49 0.96 0.20 0.12
C -4.072060 4.785398 -0.160952 -2.59 3.31 3.18 -0.59
O -5.175060 5.127398 0.290048 2.97 -0.92 -1.46 0.10
O -3.822060 3.750398 -0.843952 0.47 -3.48 -3.06 0.10
F -1.285060 5.607398 -1.441952 0.49 1.76 -2.26 0.09
H -2.078060 2.659398 -0.482952 -0.43 1.35 -0.34 0.12
H -2.031060 3.272398 -2.147952 -1.43 1.17 1.43 0.16
H -0.902060 4.777398 0.312048 -2.49 -0.83 -1.71 0.18
C 1.973940 4.351398 0.104048 -2.69 0.82 1.31 -0.12
C 1.754940 3.109398 -0.813952 -2.21 -0.98 3.12 -0.26
O 3.058940 2.849398 -1.217952 -0.53 -0.57 -3.34 0.13
C 3.909940 3.462398 -0.470952 5.81 -0.14 2.19 -0.53
O 5.155940 3.266398 -0.525952 -4.72 1.05 0.21 0.09
O 3.252940 4.158398 0.495048 4.27 -0.74 0.04 0.07
F 0.820940 3.206398 -1.824952 1.49 0.17 0.67 0.07
H 1.457940 4.721398 1.042048 -0.53 -2.40 -0.73 0.16
H 1.930940 5.318398 -0.279952 -0.11 1.50 -2.62 0.11
H 1.559940 2.196398 -0.161952 -0.92 1.30 -0.78 0.15
C 0.331940 -3.181602 2.802048 0.42 0.31 -3.97 -0.05
O 1.023940 -1.946602 2.459048 -0.12 -0.77 1.13 -0.21
C 1.843940 -1.374602 3.510048 -2.04 0.08 -0.68 -0.15
C 2.648940 -0.301602 2.895048 2.62 -2.62 6.44 -0.33
O 3.018940 -0.692602 1.745048 2.24 -3.37 -6.68 -0.09
C 3.779940 0.164398 0.959048 2.71 1.64 1.57 -0.15
C 4.154940 -0.209602 -0.502952 0.83 -2.38 1.17 -0.16
O 3.052940 -0.801602 -1.195952 0.00 0.89 0.96 -0.23
C 3.378940 -1.525602 -2.369952 0.24 1.01 1.41 -0.09
H -0.164060 -3.424602 1.634048 1.01 0.35 4.11 0.15
H -0.298060 -2.933602 3.600048 -1.95 0.21 0.73 0.04
H 0.878940 -4.059602 3.218048 0.58 0.68 -0.97 0.10
H 2.429940 -2.108602 3.911048 1.97 -2.31 0.61 0.09
H 1.321940 -1.026602 4.399048 -0.84 0.44 -0.17 0.14
H 3.414940 0.013398 3.724048 -0.11 -0.79 -1.33 0.18
H 2.167940 0.503398 2.816048 -4.61 6.88 -0.44 0.05
H 4.811940 0.167398 1.576048 -1.68 0.73 -1.70 0.18
H 3.348940 1.184398 1.027048 0.11 -0.28 -0.08 0.12
H 4.944940 -1.069602 -0.297952 -1.12 1.64 -1.05 0.15
H 4.602940 0.682398 -1.037952 -0.40 -1.01 0.69 0.13
H 3.578940 -0.828602 -3.146952 0.28 0.60 -1.08 0.07
H 2.455940 -2.029602 -2.581952 0.05 -0.96 -0.37 0.07
H 4.294940 -2.081602 -2.172952 -0.29 -0.74 -0.25 0.09
C 0.520940 0.055398 -3.432952 2.03 6.55 3.60 -0.06
O -0.651060 0.552398 -2.782952 0.60 1.05 1.30 -0.18
C -1.796060 -0.166602 -3.065952 0.62 0.58 -4.60 -0.22
C -3.045060 0.079398 -2.377952 -1.15 2.38 -2.33 -0.28
O -2.998060 -0.189602 -1.106952 1.07 -1.08 6.53 -0.09
C -4.167060 -0.046602 -0.345952 -0.01 -5.87 1.93 -0.13
C -3.835060 -0.200602 1.139048 -1.87 -2.39 -2.64 -0.21
O -3.151060 -1.364602 1.381048 1.11 -2.76 -0.39 -0.18
C -2.853060 -1.628602 2.739048 0.89 2.86 0.20 -0.07
H 0.527940 -0.905602 -3.664952 0.07 -4.54 -0.33 0.03
H 1.431940 0.541398 -2.777952 -2.04 -2.18 -1.05 0.15
H 0.750940 0.616398 -4.288952 -0.46 0.75 -1.88 0.07
H -1.595060 -1.125602 -2.815952 0.85 -3.77 0.21 0.08
H -1.912060 -0.061602 -4.230952 -0.51 -0.55 1.89 0.18
H -3.837060 -0.539602 -2.660952 -1.21 -1.00 -2.45 0.13
H -3.317060 1.088398 -2.507952 -0.78 1.74 -0.54 0.12
H -5.060060 -0.800602 -0.429952 1.91 0.19 -1.16 0.17
H -4.693060 0.776398 -0.445952 -1.79 4.91 -0.91 0.08
H -4.729060 -0.193602 1.682048 -1.60 0.27 0.92 0.13
H -3.296060 0.588398 1.322048 3.32 4.56 1.91 0.08
H -2.298060 -0.736602 3.079048 0.91 -0.43 0.06 0.11
H -2.326060 -2.531602 2.980048 0.09 -0.42 -0.69 0.07
H -3.652060 -1.475602 3.406048 -1.98 -0.60 0.49 0.07
```
Forces are in eV/Å.

Computed properties:
- Molecular weight: 621.55 u
- Relative energy (zero: lowest compared OMol25 entry of this formula, charge and spin): 58.88 kcal per mole
- Calculated total energy: -64845.2410 eV
- E_LUMO: -0.1 eV
- Frontier orbital gap: 7.22 eV
- Multiplicity: 1

=====

DFT (ωB97M-V with the def2-TZVPD basis set) results for a 3-piece molecular cluster, H5O3 overall.

The geometry in XYZ format:
```
8
Properties=species:S:1:pos:R:3:forces:R:3:lowdin_charge:R:1
O 0.269494 0.113133 0.038247 -0.07 -0.14 -0.12 -0.41
H 1.069374 0.567281 0.304839 0.17 0.21 0.09 -0.09
O 0.387658 -2.004933 1.521954 0.63 0.04 -0.05 -0.19
H 1.352630 -2.062453 1.539294 -0.23 -0.28 0.16 -0.02
H 0.309602 -1.178023 0.919780 -0.50 0.19 -0.10 -0.05
O -0.909265 1.833688 -1.530193 0.70 0.23 -0.41 -0.19
H -0.107984 2.074166 -2.031815 -0.66 -0.12 0.26 -0.01
H -0.513893 1.141773 -0.890717 -0.04 -0.14 0.17 -0.05
```
Forces are in eV/Å.

Computed properties:
- Molecular weight: 53.04 u
- Relative energy (zero: lowest compared OMol25 entry of this formula, charge and spin): 1.83 kcal per mole
- Calculated total energy: -6224.5511 eV
- E_LUMO: 4.8 eV
- Total charge: -1
- Frontier orbital gap: 8.92 eV
- Multiplicity: 1

=====

DFT (ωB97M-V with the def2-TZVPD basis set) results for C21H33BBr4N6O3SiSm as an isolated structure.

The geometry in XYZ format:
```
70
Properties=species:S:1:pos:R:3:forces:R:3:lowdin_charge:R:1
Sm -0.009541 0.131835 0.224675 -0.01 0.15 0.55 1.71
Br 0.128055 2.098538 7.190110 -0.16 0.02 -0.37 0.65
C -0.435258 1.954954 5.370601 -0.50 0.50 0.14 -0.75
C -1.243973 2.934468 4.784486 0.29 0.02 0.57 -0.74
Br -1.825081 4.454722 5.798265 0.13 -0.41 -0.30 0.64
C -1.595641 2.810601 3.437919 -0.22 0.35 -0.40 -0.61
Br -2.687148 4.084967 2.510336 0.16 -0.10 0.36 0.71
C -1.145465 1.766236 2.637558 -0.28 -0.20 -0.07 -0.46
O -1.398175 1.631419 1.366487 -0.13 0.37 -0.14 -0.30
C -0.399425 0.717808 3.257926 0.46 -0.10 0.19 -0.45
O -0.036179 -0.278465 2.489314 0.20 -0.12 0.07 -0.29
C -0.061977 0.846410 4.608662 0.26 -0.41 -0.25 -0.63
Br 0.998849 -0.561652 5.341095 -0.16 0.18 -0.13 0.71
C -2.113470 -2.552876 0.859682 0.08 -0.21 0.57 -0.09
N -2.441498 -1.141712 0.660091 0.09 -0.10 0.24 -0.30
C -3.133829 -0.683449 1.864026 0.26 -0.31 0.47 -0.09
C -3.299635 -0.954184 -0.494895 -0.50 -0.58 -0.58 -0.19
C -2.539387 -0.900097 -1.812573 0.63 -0.27 0.34 -0.19
N -1.622813 0.243407 -1.884078 -0.10 0.15 0.07 -0.34
C -2.372838 1.497077 -1.902591 -0.46 0.22 0.18 -0.09
C -0.812055 0.176665 -3.094438 0.10 0.01 -0.35 -0.09
H -3.011343 -3.124776 1.182690 0.24 0.17 -0.25 0.10
H -1.362410 -2.640594 1.659960 -0.20 0.10 -0.23 0.10
H -1.686525 -2.986851 -0.033063 0.04 -0.07 -0.24 0.06
H -4.037953 -1.284149 2.047671 0.02 -0.03 -0.02 0.09
H -3.401546 0.352673 1.788438 -0.11 0.50 -0.19 0.08
H -2.460455 -0.774258 2.723261 -0.15 -0.11 -0.18 0.09
H -3.846152 -0.019967 -0.372914 -0.12 -0.06 0.10 0.11
H -4.043577 -1.794459 -0.565229 0.28 0.60 0.05 0.14
H -3.238414 -0.838349 -2.645620 -0.32 -0.11 -0.23 0.12
H -1.923113 -1.799736 -1.930242 -0.18 0.11 0.00 0.10
H -3.207697 1.440198 -2.629726 0.24 0.07 0.08 0.10
H -1.711529 2.316989 -2.171552 0.02 0.00 -0.03 0.08
H -2.788178 1.727427 -0.916163 0.11 -0.04 -0.11 0.08
H -1.408966 0.323402 -4.012699 -0.08 -0.13 0.19 0.10
H -0.272196 -0.764967 -3.159706 -0.09 -0.09 0.11 0.07
H -0.075019 0.969739 -3.062388 0.19 0.19 0.00 0.07
B 2.666149 1.406412 -1.511670 -0.32 0.04 0.14 -0.43
N 3.292740 0.901276 -0.181033 -0.42 -0.31 0.37 -0.07
C 4.557356 0.823179 0.249999 0.60 0.35 -0.22 -0.10
C 4.576445 0.275323 1.518626 0.18 0.02 0.03 -0.07
C 3.231028 0.026613 1.789387 0.23 -0.10 0.59 -0.15
N 2.468714 0.376361 0.774613 -0.08 0.52 -0.68 -0.04
N 1.739991 2.650852 -1.286226 -0.18 -0.51 0.28 -0.08
C 1.853258 3.929247 -1.631549 -0.09 0.31 0.24 -0.10
C 0.760026 4.626875 -1.134484 0.45 0.55 -0.15 -0.07
C 0.014887 3.660041 -0.467258 -0.71 0.22 0.26 -0.16
N 0.589388 2.471062 -0.588438 0.41 -0.29 -0.12 -0.06
H 3.531805 1.706540 -2.267722 0.30 0.04 -0.31 0.07
H 1.919715 0.536943 -1.904152 0.06 -0.15 -0.09 0.05
H 5.393211 1.177197 -0.351625 -0.42 -0.08 0.07 0.12
H 5.426682 0.099711 2.167708 -0.20 0.04 -0.23 0.09
H 2.801477 -0.346072 2.701853 -0.24 -0.19 0.02 0.08
H 2.711910 4.289851 -2.160061 0.21 -0.01 -0.19 0.11
H 0.617525 5.702690 -1.212282 -0.17 -0.44 0.07 0.09
H -0.911148 3.753612 0.103854 0.37 -0.08 -0.24 0.08
C 2.502477 -2.376402 -2.739530 -0.12 -0.18 -0.29 -0.17
Si 1.158985 -2.952142 -1.537461 0.65 -1.20 -1.15 0.20
C -0.125386 -3.901032 -2.580646 -0.37 0.67 0.28 -0.17
C 1.918954 -4.170460 -0.353254 0.44 0.00 0.37 -0.17
O 0.468035 -1.764130 -0.791370 -0.82 1.18 0.76 -0.50
H 2.952464 -3.195224 -3.320123 -0.15 0.04 0.16 0.03
H 3.311523 -1.854757 -2.239245 0.16 0.10 0.27 0.02
H 2.098068 -1.661381 -3.462001 -0.08 -0.01 -0.01 0.02
H 0.283457 -4.710061 -3.149396 0.45 -0.59 -0.38 0.01
H -0.618091 -3.234889 -3.299793 0.10 0.04 0.02 0.02
H -0.928431 -4.322708 -1.971575 0.00 -0.01 0.17 0.02
H 2.284481 -5.049162 -0.874625 0.14 -0.24 -0.17 0.02
H 1.207350 -4.514963 0.392091 -0.24 -0.02 0.12 0.02
H 2.766517 -3.739396 0.202040 -0.20 -0.01 -0.19 0.03
```
Forces are in eV/Å.

Computed properties:
- Molecular weight: 926.41 u
- Calculated total energy: -344033.8661 eV
- E_LUMO (spin up / spin down): 2.4 / 2.4 eV
- Total charge: -1
- Frontier orbital gap (spin up / spin down): 6.79 / 6.81 eV
- Multiplicity: 6

=====

DFT (ωB97M-V with the def2-TZVPD basis set) results for one molecule with the formula C4H8N2.

The geometry in XYZ format:
```
14
Properties=species:S:1:pos:R:3:forces:R:3:lowdin_charge:R:1
C 1.894081 -0.074092 -0.081037 0.22 0.20 -0.05 -0.15
N 1.138864 -1.259054 0.320226 -0.13 -0.11 0.21 0.02
C 0.621229 -0.420754 -0.751256 -0.12 0.05 -0.15 -0.30
C -0.597749 0.417128 -0.487808 0.11 -0.01 -0.17 -0.29
C -1.760793 -0.105882 0.263326 -0.25 -0.19 -0.04 -0.14
N -0.807623 0.799280 0.903812 0.01 0.23 0.11 0.01
H 2.848459 -0.272343 -0.562577 -0.17 0.03 0.03 0.09
H 1.877226 0.785348 0.586451 -0.02 -0.13 -0.08 0.10
H 0.628785 -1.034151 1.175001 0.07 -0.01 -0.08 0.08
H 0.651682 -0.877796 -1.739809 0.00 0.05 0.16 0.13
H -0.821720 1.155510 -1.256824 0.07 -0.06 0.12 0.14
H -1.745359 -1.124852 0.643149 0.03 0.13 -0.08 0.10
H -2.748360 0.270260 0.006151 0.15 -0.04 0.04 0.10
H -1.178720 1.741400 0.981199 0.04 -0.15 -0.02 0.10
```
Forces are in eV/Å.

Computed properties:
- Molecular weight: 84.12 u
- Relative energy (zero: lowest compared OMol25 entry of this formula, charge and spin): 47.94 kcal per mole
- Calculated total energy: -7255.7964 eV
- E_LUMO: 1.1 eV
- Frontier orbital gap: 10.30 eV
- SMILES string: C1N[C@H]1[C@H]1CN1
- Multiplicity: 1

=====

DFT (ωB97M-V with the def2-TZVPD basis set) results for a 2-piece molecular cluster, C5H11NO overall.

The geometry in XYZ format:
```
18
Properties=species:S:1:pos:R:3:forces:R:3:lowdin_charge:R:1
C -1.755719 2.181664 0.229938 -0.19 0.15 0.03 -0.12
N -0.688050 1.226891 0.031578 -0.01 -0.21 -0.02 -0.04
C -1.018971 -0.015582 -0.120916 0.21 0.00 -0.03 -0.64
O -2.064448 -0.702291 -0.161853 0.05 0.17 0.00 0.00
C 0.142332 -0.959351 -0.314277 0.13 -0.08 0.00 -0.06
C 1.917040 0.167693 -0.283383 0.19 -0.11 0.02 -0.02
C 0.424234 -1.936862 0.776419 0.06 0.06 0.01 -0.06
H -1.713591 2.968939 -0.532762 0.00 -0.12 0.12 0.07
H -1.662392 2.667396 1.209456 -0.01 -0.07 -0.15 0.07
H -2.738273 1.694001 0.176250 0.12 0.09 0.01 0.07
H 0.846884 0.681430 -0.155204 -0.21 -0.06 -0.01 0.08
H 0.244175 -1.334760 -1.332558 -0.01 0.09 0.13 0.14
H 2.359910 0.130482 0.713383 -0.10 -0.02 -0.13 0.07
H 2.320188 1.011294 -0.859064 -0.13 -0.09 0.05 0.08
H 2.212604 -0.719519 -0.846743 -0.05 0.10 0.09 0.07
H 1.308146 -2.550665 0.589656 -0.13 0.09 0.00 0.09
H 0.501008 -1.436163 1.745159 -0.01 -0.06 -0.13 0.10
H -0.458202 -2.586713 0.801476 0.08 0.07 0.00 0.11
```
Forces are in eV/Å.

Computed properties:
- Molecular weight: 101.15 u
- Relative energy (zero: lowest compared OMol25 entry of this formula, charge and spin): 101.40 kcal per mole
- Calculated total energy: -8897.3000 eV
- E_LUMO: 0.0 eV
- Frontier orbital gap: 8.47 eV
- Multiplicity: 1

=====

F_max (computed, eV Å⁻¹): 0.36; 13.78; 0.84; 1.79; 0.32; 0.24